Here is 2 unconnected molecules or ions with the total composition C4H10NO at a distorted geometry from OMol25. Energies are from ωB97M-V with the def2-TZVPD basis set.

Geometry as XYZ:
```
16
Properties=species:S:1:pos:R:3:forces:R:3
C 2.44141 0.87427 -0.42291 1.040 0.778 -0.140
C 1.72887 -0.10486 0.15845 -2.416 -0.995 2.072
C -2.07224 0.44282 -0.63851 0.025 1.859 1.212
C 0.86775 -1.08440 -0.36979 1.360 -0.303 0.386
N -1.16535 0.21373 0.46106 -1.308 1.390 -1.066
O 0.64570 -2.19803 0.42593 -2.496 0.513 -4.014
H 3.13819 1.44538 0.19043 -0.397 0.149 -0.341
H 2.49398 0.93179 -1.49011 0.136 0.210 -0.423
H 1.60235 -0.11390 1.27689 1.163 -0.058 -0.704
H -1.56258 0.78647 -1.50902 0.455 0.378 -0.700
H -2.64197 -0.42329 -0.82979 -0.461 -1.040 -0.198
H -2.77865 1.27568 -0.31884 0.681 -0.667 -0.300
H 0.38810 -0.95759 -1.32981 0.119 -0.961 -0.093
H -0.67077 0.90761 0.99177 0.351 0.694 -0.266
H -1.47758 -0.53548 0.98912 -0.042 -2.179 1.546
H 1.06732 -2.04611 1.21680 1.789 0.233 3.028
```
Forces are in eV/Å.

Its spin multiplicity is 3. Its energy relative to the best compared isomer or geometry (same formula, charge and spin) is 11.0 kcal per mole. The calculation puts the calculated total energy at -7835.7667 eV. As for the total charge: +1. Its highest occupied orbital energy (spin up / spin down) is -11.272 / -14.222 eV.

Atom charges from the Löwdin analysis, given in e for atoms 1 to 8: atom 1 (C): 0.0658, atom 2 (C): -0.2010, atom 3 (C): -0.0114, atom 4 (C): -0.1910, atom 5 (N): 0.2335, atom 6 (O): 0.0418, atom 7 (H): 0.0811, atom 8 (H): 0.0718

=====

Here is 2 unconnected molecules or ions with the total composition C4H10NO2 at a distorted geometry from OMol25. Energies are from ωB97M-V with the def2-TZVPD basis set.

Geometry as XYZ:
```
17
Properties=species:S:1:pos:R:3:forces:R:3
C -0.09235 1.73586 -0.67916 0.461 0.828 0.548
C 0.61395 0.69296 -1.51010 -1.149 -0.762 -0.768
C -0.35452 -0.53727 -1.74480 0.960 0.471 0.226
H -0.92191 2.18824 -1.23102 -0.098 -0.048 0.109
H 0.65719 2.52733 -0.49467 -0.410 0.055 0.068
H -0.43456 1.37837 0.30125 -0.013 -0.160 -0.421
H 1.52475 0.43326 -0.99130 0.159 -0.502 0.006
H 0.87199 1.20419 -2.45595 0.068 -0.457 0.027
H 0.03027 -1.33802 -2.42166 -0.019 0.604 0.512
H -0.58852 -0.94743 -0.74654 0.095 0.081 -0.582
H -1.27343 -0.14887 -2.18530 -0.155 -0.016 -0.083
N 0.15498 -1.30687 3.09743 0.915 0.083 0.634
C -0.05474 -0.86310 1.77377 -0.940 -0.903 -0.596
O 0.94387 -0.90914 1.01331 -0.486 0.472 0.288
O -1.28004 -0.58374 1.53871 1.384 0.274 -0.214
H -0.71338 -1.55853 3.50873 -0.454 -0.311 0.419
H 0.91647 -1.96725 3.22732 -0.318 0.291 -0.173
```
Forces are in eV/Å.

Its energy relative to the best compared isomer or geometry (same formula, charge and spin) is 6.0 kcal per mole. The calculation puts the calculated total energy at -9897.1856 eV. As for the total charge: -1. Its highest occupied orbital energy is -4.225 eV.

Atom charges from the Löwdin analysis, given in e for atoms 1 to 8: atom 1 (C): -0.1559, atom 2 (C): -0.3270, atom 3 (C): -0.1168, atom 4 (H): 0.0597, atom 5 (H): 0.0628, atom 6 (H): 0.0558, atom 7 (H): 0.0717, atom 8 (H): 0.0825

=====

Here is a molecular structure, C4H10NO2 from OMol25. Energies are from ωB97M-V with the def2-TZVPD basis set.

Geometry as XYZ:
```
17
Properties=species:S:1:pos:R:3:forces:R:3
C -1.64124 0.53688 0.27538 0.207 0.165 0.196
O -0.38342 0.30489 0.79527 0.054 -0.003 0.132
C -2.62064 0.89947 1.38997 -0.403 -0.259 -0.169
H -2.05849 -0.33983 -0.25136 0.085 -0.053 -0.060
H -1.61925 1.36265 -0.46097 -0.155 -0.001 -0.065
H -3.64305 0.94498 0.99091 0.042 0.130 0.037
H -2.39546 1.84714 1.87841 0.165 0.051 -0.065
H -2.61410 0.11652 2.15132 0.106 -0.001 0.017
C 1.99066 -1.78545 -0.16454 -0.367 0.789 -0.274
N 1.25379 -0.80406 -0.69053 0.542 -0.220 -0.051
C 2.03819 0.19341 -1.39987 0.059 -0.277 0.019
O 3.21159 -1.94317 -0.28725 0.342 -0.356 0.005
H 1.39510 -2.47825 0.45132 -0.063 -0.156 0.062
H 0.32846 -0.22720 0.08097 -0.609 0.054 0.301
H 2.63870 -0.27034 -2.18945 0.030 0.093 -0.048
H 2.73989 0.70089 -0.72606 0.041 0.054 -0.062
H 1.37925 0.94147 -1.84353 -0.075 -0.009 0.025
```
Forces are in eV/Å.

Its energy relative to the best compared isomer or geometry (same formula, charge and spin) is 33.7 kcal per mole. The calculation puts the calculated total energy at -9895.9822 eV. As for the total charge: -1. Its highest occupied orbital energy is -4.065 eV.

Atom charges from the Löwdin analysis, given in e for atoms 1 to 8: atom 1 (C): -0.4392, atom 2 (O): -0.2083, atom 3 (C): -0.1294, atom 4 (H): 0.0962, atom 5 (H): 0.0916, atom 6 (H): 0.0539, atom 7 (H): 0.0556, atom 8 (H): 0.0598

=====

Here is a gas-phase ion, C4H10NO2 (charge -1) at a distorted geometry from OMol25. Energies are from ωB97M-V with the def2-TZVPD basis set.

Geometry as XYZ:
```
17
Properties=species:S:1:pos:R:3:forces:R:3
C 1.26522 -1.55819 0.29255 -0.572 0.843 2.011
C 0.08893 -1.14386 -0.57033 -0.300 -0.163 0.370
O -1.09593 -1.81387 -0.12070 -0.575 -1.036 -0.059
C -0.20953 0.34930 -0.57876 0.913 0.818 0.086
N 0.96741 1.16255 -0.90808 0.281 -0.790 -0.222
C -0.67831 0.89306 0.86426 -0.026 0.854 -0.433
O -0.34713 2.18877 1.05564 0.100 0.035 -0.133
H 1.41999 -2.63283 0.34770 0.568 -0.086 -0.905
H 2.09563 -0.85723 0.17805 0.325 -0.684 -0.639
H 1.01305 -1.38479 1.35017 -0.317 0.242 -0.128
H 0.31224 -1.57103 -1.55594 -0.307 0.380 -0.293
H -1.75967 -1.24177 0.29290 0.777 0.325 -0.213
H -0.99768 0.54752 -1.32015 -0.181 -0.189 0.195
H 0.88763 1.94509 -0.24712 -0.166 0.353 0.130
H 0.92257 1.51078 -1.85403 -0.067 0.073 -0.012
H -1.79293 0.79736 0.84879 -0.015 -0.617 0.356
H -0.21034 0.25708 1.64566 -0.439 -0.359 -0.111
```
Forces are in eV/Å.

Its energy relative to the best compared isomer or geometry (same formula, charge and spin) is 64.9 kcal per mole. The calculation puts the calculated total energy at -9894.6299 eV. As for the total charge: -1. The SMILES is C[C@@H](O)[C@H](N)C[O-]. Its highest occupied orbital energy is -2.746 eV.

Atom charges from the Löwdin analysis, given in e for atoms 1 to 8: atom 1 (C): -0.0798, atom 2 (C): -0.4248, atom 3 (O): -0.0832, atom 4 (C): -0.3508, atom 5 (N): 0.0065, atom 6 (C): -0.4487, atom 7 (O): -0.3625, atom 8 (H): 0.0637

=====

Here is a molecular structure, C4H10NO2 at a distorted geometry from OMol25. Energies are from ωB97M-V with the def2-TZVPD basis set.

Geometry as XYZ:
```
17
Properties=species:S:1:pos:R:3:forces:R:3
N -0.54832 3.00265 -0.06619 -0.278 -0.443 -0.424
C -0.92047 2.10748 -1.14596 -0.169 0.439 -0.147
O -0.96068 0.71974 -0.84375 0.496 0.078 0.706
H 0.25857 2.63055 0.41088 0.235 0.120 0.143
H -1.30990 3.06097 0.59681 0.070 -0.022 0.140
H -1.93537 2.39025 -1.44622 0.019 -0.205 -0.051
H -0.28278 2.28104 -2.02013 0.199 -0.061 0.230
C 1.25109 -0.94653 0.24592 0.186 -0.332 0.656
O 0.81341 0.32067 0.65791 0.754 -0.485 -0.264
C 0.56435 -2.04574 0.99294 -0.563 -0.144 -0.058
C -0.04551 -3.09851 0.45435 0.343 0.979 0.493
H 2.32552 -1.01028 0.47654 0.060 0.277 -0.240
H 1.13520 -1.07082 -0.83895 0.069 0.201 0.026
H -0.23786 0.52309 -0.07817 -1.348 0.430 -0.762
H 0.51541 -1.90853 2.07074 0.169 -0.006 -0.042
H -0.53581 -3.75764 1.15638 -0.118 -0.429 -0.478
H -0.08687 -3.19838 -0.62310 -0.126 -0.396 0.070
```
Forces are in eV/Å.

Its spin multiplicity is 2. Its energy relative to the best compared isomer or geometry (same formula, charge and spin) is 54.1 kcal per mole. The calculation puts the calculated total energy at -9891.3971 eV. Its highest occupied orbital energy (spin up / spin down) is -9.831 / -9.743 eV.

Atom charges from the Löwdin analysis, given in e for atoms 1 to 8: atom 1 (N): 0.0249, atom 2 (C): -0.3402, atom 3 (O): -0.0723, atom 4 (H): 0.0496, atom 5 (H): 0.0700, atom 6 (H): 0.1173, atom 7 (H): 0.1094, atom 8 (C): -0.2708

=====

Here is 2 unconnected molecules or ions with the total composition C4H10NO2 at a distorted geometry from OMol25. Energies are from ωB97M-V with the def2-TZVPD basis set.

Geometry as XYZ:
```
17
Properties=species:S:1:pos:R:3:forces:R:3
C 1.37110 -1.09427 -1.27989 0.083 -0.682 0.659
C -0.13159 -0.88073 -1.00756 2.326 1.202 -3.413
C -0.59271 0.54227 -0.76500 -0.254 0.534 0.404
C -1.05406 0.77105 0.71486 1.423 1.810 -0.755
O -1.85523 0.10199 1.26227 -0.297 -0.411 0.371
O -0.45298 1.88165 1.25184 -0.998 -1.156 0.314
N 2.16673 -0.98367 -0.04395 0.767 0.494 -0.944
H 1.61252 -0.19933 -1.85244 0.045 -0.030 -0.311
H 1.60999 -1.98854 -1.93030 -0.639 0.766 0.810
H -0.67018 -1.46653 -1.74531 -0.750 -0.079 0.393
H -0.42926 -1.41382 0.00056 -0.732 -1.649 2.678
H 0.10300 1.37552 -1.00724 0.478 -1.265 0.235
H -1.40139 0.81289 -1.45478 -0.456 -0.575 0.476
H -0.37315 -2.02890 0.60859 -0.102 1.140 -1.116
H 3.10232 -0.70978 -0.37982 -0.447 0.121 0.659
H 2.35481 -1.86066 0.43195 -0.397 -0.267 -0.207
H 0.47336 1.96367 0.99396 -0.051 0.050 -0.252
```
Forces are in eV/Å.

Its energy relative to the best compared isomer or geometry (same formula, charge and spin) is 133.9 kcal per mole. The calculation puts the calculated total energy at -9883.7808 eV. As for the total charge: +1. Its highest occupied orbital energy is -14.897 eV.

Atom charges from the Löwdin analysis, given in e for atoms 1 to 8: atom 1 (C): -0.2354, atom 2 (C): -0.0734, atom 3 (C): -0.0461, atom 4 (C): -0.4799, atom 5 (O): 0.1753, atom 6 (O): 0.1263, atom 7 (N): 0.0159, atom 8 (H): 0.1300

=====

calculated total energy of number 2 (C4H10NO2)?
-9897.1856 eV